Molecular formula: C24H27AsCl2O3PPd
Method: DFT, ωB97M-V/def2-TZVPD

```
59
Properties=species:S:1:pos:R:3
C 0.45 -2.87 -2.98
C -0.56 -1.91 -2.37
H -0.09 -3.70 -3.44
H 1.08 -3.26 -2.17
H 1.13 -2.38 -3.67
O -1.69 -2.31 -2.14
Cl 2.34 -0.54 -2.01
Pd 0.00 0.04 -1.94
P 0.11 0.79 -4.18
C -1.51 1.37 -4.79
C 1.21 2.22 -4.40
H 1.65 -0.76 -5.23
H 0.64 0.06 -6.44
H -0.04 -1.27 -5.45
C 0.64 -0.41 -5.45
H 2.10 2.09 -3.78
H 1.49 2.33 -5.45
H -1.44 1.69 -5.83
H -1.82 2.21 -4.16
H 0.68 3.11 -4.05
H -2.25 0.56 -4.70
C -1.78 0.52 -1.79
O -2.89 0.82 -1.68
Cl 0.62 2.46 -1.42
O -0.05 -0.59 -0.11
As 0.02 0.00 1.44
C 0.86 -1.60 2.23
C 1.48 -2.55 1.40
C 2.06 -3.70 1.95
C 2.03 -3.90 3.34
C 1.42 -2.95 4.17
C 0.84 -1.80 3.62
C 1.03 1.60 1.98
C 2.16 1.45 2.80
C 2.84 2.58 3.28
C 2.40 3.86 2.94
C 1.28 4.01 2.12
C 0.60 2.89 1.64
C -1.83 -0.02 2.06
C -2.44 -1.21 2.48
C -3.76 -1.19 2.94
C -4.47 0.01 2.98
C -3.87 1.20 2.57
C -2.55 1.18 2.11
H 1.51 -2.42 0.33
H 2.54 -4.42 1.31
H 2.47 -4.79 3.76
H 1.39 -3.12 5.23
H 0.36 -1.08 4.26
H 2.50 0.47 3.10
H 3.70 2.46 3.92
H 2.92 4.73 3.31
H 0.93 5.01 1.86
H -0.28 3.04 1.03
H -1.89 -2.14 2.46
H -4.23 -2.11 3.27
H -5.50 0.02 3.34
H -4.42 2.13 2.60
H -2.11 2.11 1.79
```

Summary:
Charge: +3
E (eV): -130086.92943
Spin multiplicity: 5

Molecular formula: H12O6
Method: DFT, ωB97M-V/def2-TZVPD

```
18
Properties=species:S:1:pos:R:3
O -1.68 -1.99 1.45
H -1.80 -1.84 0.48
H -1.72 -2.94 1.67
O 1.58 2.03 1.25
H 1.41 2.55 2.03
H 1.21 1.12 1.43
O 0.69 -0.53 1.17
H 1.39 -1.18 1.28
H -0.20 -0.95 1.28
O 0.92 2.41 -1.40
H 1.05 2.52 -0.42
H 1.84 2.32 -1.68
O 0.25 -0.27 -1.72
H 0.74 -0.38 -0.90
H 0.24 0.70 -1.92
O -2.07 -1.54 -1.16
H -1.20 -1.24 -1.49
H -2.65 -0.82 -1.37
```

Summary:
Energy above the lowest of the compared OMol25 structures with the same formula, charge and spin (kcal/mol): 6.4
Structure (SMILES): O.O.O.O.O.O
E (eV): -12480.83836
Spin multiplicity: 1

Molecular formula: Cl2S2
Method: DFT, ωB97M-V/def2-TZVPD

```
4
Properties=species:S:1:pos:R:3
S -1.16 -0.66 0.44
S 1.39 0.57 0.93
Cl -2.55 0.26 -0.70
Cl 2.32 -0.17 -0.68
```

Summary:
Energy above the lowest of the compared OMol25 structures with the same formula, charge and spin (kcal/mol): 56.6
E (eV): -46712.98866
Spin multiplicity: 1

Molecular formula: C6H14Si
Method: DFT, ωB97M-V/def2-TZVPD

```
21
Properties=species:S:1:pos:R:3
C 2.72 0.94 -0.63
C 1.48 1.25 -0.34
Si 0.12 -0.02 -0.02
C 1.17 -1.43 0.79
C -0.41 -0.67 -1.75
C -1.26 0.49 1.21
C -2.67 0.46 0.72
H 3.47 1.68 -0.96
H 3.08 -0.09 -0.90
H 1.41 2.36 -0.40
H 0.64 -2.43 0.65
H 2.10 -1.51 0.41
H 1.32 -1.35 1.97
H -1.32 -1.38 -1.75
H -0.60 0.23 -2.29
H 0.41 -1.20 -2.04
H -1.07 -0.14 2.02
H -1.20 1.58 1.42
H -3.10 -0.51 0.33
H -3.41 0.56 1.57
H -2.87 1.17 0.00
```

Summary:
Energy above the lowest of the compared OMol25 structures with the same formula, charge and spin (kcal/mol): 27.5
Structure (SMILES): C=C[Si](C)(C)CC
E (eV): -14325.38005
Spin multiplicity: 1